Record 1
C5H12F7NO7S2V | ωB97M-V with the def2-TZVPD basis set

The HOMO-LUMO gap (spin up / spin down) is 0.25454 / 0.28658 Eh. The spin multiplicity is 4. The total charge is 0. As for the maximum force: 9.19 eV/A. The LUMO energy (spin up / spin down) is -3.190 / -2.344 eV.

Positions of all 35 atoms, in Å:
H  0.828754  -3.821744  2.111719
S  -1.072364  2.662718  1.099734
F  1.444529  2.292922  4.645096
H  2.370499  0.858289  -5.050315
O  1.773852  3.278585  1.884438
F  -2.247466  4.350917  -0.728440
H  -2.095949  -3.975283  -2.807874
F  -0.182422  3.839724  -1.171508
S  1.272670  1.927801  1.943356
H  -0.632792  -3.081986  3.722322
C  -1.325770  3.285171  -0.721976
H  -1.508762  -1.854751  -2.805960
F  -0.520039  1.652267  3.972702
H  2.637409  1.405131  -2.908114
V  1.298522  -0.986077  -0.431101
O  -2.441609  2.098427  1.369239
H  -1.051891  -4.148187  -1.335727
C  1.461636  0.958501  -4.457004
N  -0.103648  1.470745  0.915586
H  -2.515322  -3.179853  -1.222514
O  -0.969509  -2.353324  -2.187700
C  -0.836516  -3.031720  2.652713
C  0.833146  1.421676  3.867718
H  -1.451480  -2.158430  2.435304
F  3.408644  -2.947648  -0.881923
F  -1.830075  2.291392  -1.462657
H  1.087568  1.943077  -4.737709
F  1.208742  0.173371  4.194755
H  0.644053  0.286093  -4.716862
O  2.221030  0.901763  1.470570
O  1.839197  0.891869  -3.053105
C  -1.723887  -3.501218  -1.899603
O  0.427151  -2.955163  2.014948
H  -1.434824  -3.911652  2.416388
O  -0.813077  3.916597  1.863505

Force components x, y, z for each atom (eV/Å):
H 0.4 0.0 -0.2
S -8.5 3.4 0.1
F 0.1 -0.4 -0.3
H -0.2 -0.7 -0.2
O -0.8 -1.4 0.5
F 1.3 -2.2 0.0
H 0.0 -0.1 0.2
F -0.6 -1.1 -0.5
S 1.0 -1.7 -1.8
H -0.4 0.2 0.2
C -0.9 2.1 1.8
H 0.3 0.5 0.0
F 1.9 -1.1 0.0
H 0.0 0.1 -0.2
V 1.5 -0.7 0.4
O 3.1 0.9 -0.7
H -0.2 -0.3 -0.2
C 0.6 1.0 0.2
N 4.3 0.6 2.6
H -0.4 -0.5 -0.1
O 0.9 1.2 -0.5
C -0.3 0.0 1.0
C -1.2 1.1 -0.9
H 0.3 0.1 -0.1
F -2.0 1.8 0.4
F 0.9 0.7 -0.2
H -0.1 0.3 0.5
F -0.8 1.4 -0.7
H 0.5 -0.5 0.4
O -0.4 -0.7 0.1
O -0.9 -0.6 -0.1
C 0.0 -0.3 1.1
O -0.1 0.3 -1.1
H 0.2 -0.2 -0.4
O 0.7 -3.2 -1.6

These are the Löwdin partial charges, in e, on atoms 1 to 8:
1. H 0.089
2. S 0.567
3. F 0.165
4. H 0.084
5. O -0.268
6. F 0.066
7. H 0.092
8. F 0.107

Record 2
C5H12FeO3 | ωB97M-V with the def2-TZVPD basis set

The HOMO-LUMO gap (spin up / spin down) is 0.29948 / 0.27529 Eh. The spin multiplicity is 6. The total charge is +1. As for the maximum force: 1.72 eV/A. The LUMO energy (spin up / spin down) is -5.506 / -6.157 eV.

Positions of all 21 atoms, in Å:
H  0.320493  -1.902414  -3.847526
H  -1.291926  -0.864744  -2.366105
H  0.808929  0.812170  1.285448
H  1.522495  -2.077046  -2.550787
H  3.834670  1.092372  0.313944
C  -0.184223  0.338291  1.383092
O  1.252565  -0.145432  -3.249047
C  -0.869337  -0.331716  0.214826
C  -0.666271  1.870979  3.107298
H  -0.643707  -2.308682  -1.513994
Fe  1.154276  0.922850  -1.689161
C  0.737872  -1.405664  -2.952714
O  -1.058516  1.316531  1.873131
H  0.348537  2.298874  3.053845
H  0.086361  -0.439408  2.117234
C  -0.390189  -1.323695  -1.930030
H  -1.774862  0.173406  -0.153351
H  -0.671031  1.097424  3.892987
O  0.066893  -0.480618  -0.848549
H  -1.366160  2.683284  3.333223
H  -1.216869  -1.326763  0.526237

Force components x, y, z for each atom (eV/Å):
H 0.2 0.3 0.2
H 0.2 -0.1 0.1
H 0.1 0.0 -1.2
H -0.2 0.3 -0.2
H 0.0 0.0 0.0
C 0.0 0.3 1.3
O 0.0 1.3 1.1
C -0.5 -0.5 0.2
C 0.2 0.1 0.5
H 0.1 0.2 -0.1
Fe 0.5 -0.6 -1.2
C -0.2 -1.0 0.1
O -0.3 -0.3 -0.3
H -0.1 -0.1 -0.1
H -0.5 0.1 0.2
C -0.4 -0.5 -0.5
H 0.4 0.4 0.3
H -0.1 0.3 -0.1
O 0.1 0.0 -0.2
H 0.1 -0.4 0.0
H 0.3 0.1 -0.2

These are the Löwdin partial charges, in e, on atoms 1 to 8:
1. H 0.139
2. H 0.145
3. H 0.112
4. H 0.132
5. H 0.088
6. C -0.218
7. O -0.286
8. C -0.133

Record 3
C5H12N | ωB97M-V with the def2-TZVPD basis set

The HOMO-LUMO gap is 0.39850 Eh. The total charge is +1. Its structure (SMILES) is C=C([NH3+])CCC. As for the maximum force: 3.08 eV/A. The LUMO energy is -3.866 eV.

Positions of all 18 atoms, in Å:
C  1.208257  -1.504057  1.748067
H  -0.785593  2.294669  -2.139023
H  -1.260446  0.239696  1.792928
H  1.417425  -0.428613  -0.851111
N  -1.139779  -0.737213  1.405420
C  0.682898  -0.013157  -0.136635
H  1.147856  0.892723  0.314078
C  -0.489683  0.530156  -1.028981
H  0.169014  1.059909  -2.985661
H  1.002021  -2.153917  2.584000
C  -0.007443  1.528334  -2.043774
H  0.769317  2.353045  -1.801811
C  0.290625  -0.961904  0.967926
H  -1.186020  1.014290  -0.360266
H  -1.408054  -1.378715  2.158117
H  2.202680  -1.679861  1.362056
H  -1.771198  -0.665404  0.595979
H  -0.841873  -0.389981  -1.581307

Force components x, y, z for each atom (eV/Å):
C -0.8 -2.0 -0.3
H -0.5 -0.6 -0.7
H 0.5 -1.1 -0.1
H -0.2 -0.1 0.7
N 0.5 1.4 0.7
C -0.3 1.2 -1.2
H -0.1 -0.7 -0.1
C 1.8 -1.8 0.5
H 0.4 0.0 -0.7
H -0.3 0.3 0.5
C 0.0 3.1 0.3
H -0.3 -2.2 0.2
C 0.7 1.8 0.0
H -0.8 0.0 -0.1
H -0.3 -0.1 -0.5
H 0.1 0.6 -0.1
H 0.0 -1.0 0.2
H -0.5 1.2 0.6

These are the Löwdin partial charges, in e, on atoms 1 to 8:
1. C 0.115
2. H 0.077
3. H 0.200
4. H 0.140
5. N 0.222
6. C -0.164
7. H 0.138
8. C -0.272

Record 4
C5H12N | ωB97M-V with the def2-TZVPD basis set

The HOMO-LUMO gap is 0.26473 Eh. The total charge is +1. As for the maximum force: 3.29 eV/A. The LUMO energy is -8.319 eV.

Positions of all 18 atoms, in Å:
N  1.227656  0.364081  0.963858
H  0.172546  -1.287936  4.485274
H  1.002713  -1.099500  2.861050
H  -1.930329  -0.257052  -1.236212
H  1.137846  -0.043166  -1.747491
C  1.089662  -1.169418  3.990479
H  1.801189  -1.968063  4.255146
H  -1.592673  1.837948  -1.874692
H  -0.936665  1.578189  -3.524587
H  1.595782  -0.228749  4.327635
C  -1.151792  -0.176166  -1.952062
C  0.168516  -0.059887  -1.192923
C  -1.523989  1.108152  -2.662198
C  0.180732  0.041513  0.237720
H  -0.791597  -0.056409  0.795930
H  2.062324  0.426825  0.301720
H  -1.252841  -0.954011  -2.702196
H  -2.440653  1.038198  -3.214675

Force components x, y, z for each atom (eV/Å):
N 0.0 -0.4 -2.8
H -1.3 -0.2 0.5
H -0.1 -0.3 1.4
H -0.6 -0.6 0.8
H -0.8 0.1 0.4
C 2.5 0.9 -1.4
H -0.5 0.1 -0.2
H -0.4 0.7 -0.1
H 0.3 -1.1 1.5
H -0.6 -0.6 -0.3
C 1.6 0.0 0.6
C -0.9 -0.7 -1.5
C 1.1 2.6 -1.7
C -0.4 0.6 1.7
H 1.0 0.0 -0.7
H -0.8 0.0 1.1
H 0.8 -0.6 0.1
H -1.0 -0.6 0.5

These are the Löwdin partial charges, in e, on atoms 1 to 8:
1. N 0.244
2. H -0.007
3. H -0.010
4. H 0.105
5. H 0.164
6. C -0.047
7. H 0.027
8. H 0.080

Record 5
C5H12N | ωB97M-V with the def2-TZVPD basis set

The HOMO-LUMO gap is 0.29420 Eh. The total charge is +1. As for the maximum force: 2.17 eV/A. The LUMO energy is -5.441 eV.

Positions of all 18 atoms, in Å:
H  -2.386728  -0.368440  0.064529
H  0.545629  1.933750  -1.475635
H  -1.120342  1.362925  2.108815
H  0.137714  -0.436597  -1.842667
H  0.519935  2.338279  0.247454
H  1.365026  -2.854012  -1.170528
H  1.988169  -0.008080  0.532400
H  -0.374682  -2.503878  -0.824523
H  -2.900743  0.828759  2.045869
H  -0.740129  -0.033931  0.088586
C  1.095446  1.760875  -0.500412
N  -1.647311  0.036999  0.622325
C  -1.885136  0.771741  1.646179
H  2.087392  2.215253  -0.536474
H  0.822470  -2.256837  0.523265
C  0.757981  -0.726271  -1.009018
C  0.688216  -2.152410  -0.563343
C  1.274736  0.266701  -0.259633

Force components x, y, z for each atom (eV/Å):
H -0.6 -0.3 0.5
H 0.8 -0.1 0.9
H 0.6 -0.1 0.1
H 0.0 0.0 -0.5
H 0.3 -0.6 0.1
H -0.8 1.0 1.1
H -0.6 0.1 0.0
H 1.4 0.2 0.5
H 0.2 -0.1 -0.2
H 0.4 0.2 0.9
C -0.5 -0.2 -1.3
N -0.2 1.0 -0.1
C -0.6 -0.8 -0.9
H -0.2 0.2 -0.2
H 0.3 -0.1 -0.5
C -0.2 0.9 1.2
C -0.7 -1.5 -1.4
C 0.3 0.2 -0.1

These are the Löwdin partial charges, in e, on atoms 1 to 8:
1. H 0.155
2. H 0.101
3. H 0.113
4. H 0.109
5. H 0.064
6. H 0.111
7. H 0.124
8. H 0.095

Record 6
C5H12N | ωB97M-V with the def2-TZVPD basis set

The HOMO-LUMO gap is 0.24106 Eh. The total charge is +1. As for the maximum force: 0.97 eV/A. The LUMO energy is -5.854 eV.

Positions of all 18 atoms, in Å:
H  -3.642392  1.283387  0.678002
C  1.466882  0.082303  0.147631
H  0.519056  1.866856  0.771576
C  1.582622  -1.398950  0.309120
H  -4.187455  -0.150659  -1.131308
H  3.390216  0.468827  -0.657494
H  0.008772  0.341359  1.649964
H  -2.780108  -1.119594  -0.845126
C  0.601097  0.799705  0.873964
C  -3.029500  0.435642  0.407767
H  1.330448  -1.705919  1.322345
H  -2.126988  0.241378  0.972671
H  2.591210  -1.734862  0.077895
N  -3.348708  -0.319779  -0.580714
H  0.908869  -1.913434  -0.377878
H  2.128202  0.317256  -1.861691
H  2.237641  1.793384  -0.885814
C  2.350138  0.713101  -0.870910

Force components x, y, z for each atom (eV/Å):
H -0.2 0.0 -0.1
C -0.6 0.4 0.3
H 0.0 0.3 -0.1
C 0.0 -0.2 0.1
H 0.1 0.0 0.0
H 0.1 0.0 0.0
H -0.1 -0.2 0.3
H 0.1 0.0 0.0
C 0.3 -0.3 -0.3
C 0.0 -0.5 -0.7
H 0.0 -0.1 0.0
H 0.1 -0.1 -0.1
H 0.0 -0.1 0.0
N 0.1 0.6 0.7
H 0.0 -0.1 -0.1
H 0.0 0.0 -0.1
H 0.0 0.1 -0.1
C 0.0 0.1 -0.1

These are the Löwdin partial charges, in e, on atoms 1 to 8:
1. H 0.131
2. C -0.425
3. H 0.056
4. C -0.067
5. H 0.164
6. H 0.091
7. H 0.041
8. H 0.162

Please write out number 6 again, unchanged.
C5H12N | ωB97M-V with the def2-TZVPD basis set

The HOMO-LUMO gap is 0.24106 Eh. The total charge is +1. As for the maximum force: 0.97 eV/A. The LUMO energy is -5.854 eV.

Positions of all 18 atoms, in Å:
H  -3.642392  1.283387  0.678002
C  1.466882  0.082303  0.147631
H  0.519056  1.866856  0.771576
C  1.582622  -1.398950  0.309120
H  -4.187455  -0.150659  -1.131308
H  3.390216  0.468827  -0.657494
H  0.008772  0.341359  1.649964
H  -2.780108  -1.119594  -0.845126
C  0.601097  0.799705  0.873964
C  -3.029500  0.435642  0.407767
H  1.330448  -1.705919  1.322345
H  -2.126988  0.241378  0.972671
H  2.591210  -1.734862  0.077895
N  -3.348708  -0.319779  -0.580714
H  0.908869  -1.913434  -0.377878
H  2.128202  0.317256  -1.861691
H  2.237641  1.793384  -0.885814
C  2.350138  0.713101  -0.870910

Force components x, y, z for each atom (eV/Å):
H -0.2 0.0 -0.1
C -0.6 0.4 0.3
H 0.0 0.3 -0.1
C 0.0 -0.2 0.1
H 0.1 0.0 0.0
H 0.1 0.0 0.0
H -0.1 -0.2 0.3
H 0.1 0.0 0.0
C 0.3 -0.3 -0.3
C 0.0 -0.5 -0.7
H 0.0 -0.1 0.0
H 0.1 -0.1 -0.1
H 0.0 -0.1 0.0
N 0.1 0.6 0.7
H 0.0 -0.1 -0.1
H 0.0 0.0 -0.1
H 0.0 0.1 -0.1
C 0.0 0.1 -0.1

These are the Löwdin partial charges, in e, on atoms 1 to 8:
1. H 0.131
2. C -0.425
3. H 0.056
4. C -0.067
5. H 0.164
6. H 0.091
7. H 0.041
8. H 0.162